No. 1
{
  "formula": "C29H34As3Cl5N4O4SeTi",
  "method": "ωB97M-V with the def2-TZVPD basis set",
  "e_above_lowest_kcal_mol": 11.0,
  "total_charge": 1,
  "multiplicity": 2,
  "fmax_ev_per_a": 0.556,
  "orbital_gap_ev": [6.420, 6.422],
  "e_homo_ev": [-10.8, -10.8],
  "s2": 0.754,
  "elements": ["Ti", "O", "C", "C", "C", "C", "C", "C", "C", "O", "N", "O", "O", "H", "H", "H", "H", "Cl", "C", "C", "C", "Cl", "C", "Cl", "C", "Cl", "C", "Cl", "C", "As", "C", "C", "C", "C", "C", "As", "C", "C", "C", "As", "C", "C", "H", "H", "H", "H", "H", "H", "H", "H", "H", "H", "H", "H", "H", "H", "H", "H", "H", "H", "H", "H", "H", "H", "H", "H", "H", "H", "H", "Se", "N", "C", "C", "C", "C", "N", "C", "N", "H", "H", "H"],
  "coordinates": [[-0.74637, -0.17140, -0.36554], [-0.80114, 1.25984, 1.04932], [-1.72633, 1.59161, 1.81152], [-3.09468, 1.26501, 1.61341], [-4.04414, 1.78302, 2.50904], [-5.37140, 1.57679, 2.27009], [-5.80840, 0.86692, 1.14499], [-4.89570, 0.35596, 0.25922], [-3.51389, 0.52544, 0.47062], [-2.67162, 0.01351, -0.38108], [-6.36049, 2.12211, 3.20590], [-7.52918, 1.92454, 2.95408], [-5.94040, 2.72295, 4.17211], [-1.46992, 2.20908, 2.67798], [-3.73500, 2.34799, 3.37909], [-6.87075, 0.73189, 0.99627], [-5.21400, -0.21056, -0.60525], [1.58289, -0.33193, 1.97849], [0.29984, -1.47052, 2.30149], [-0.70405, -1.58602, 1.35201], [-1.63122, -2.59682, 1.59101], [-2.84238, -2.93738, 0.37917], [-1.61751, -3.39297, 2.73559], [-2.80593, -4.60404, 2.98811], [-0.61094, -3.19908, 3.68219], [-0.57355, -4.15338, 5.10458], [0.37585, -2.23905, 3.45780], [1.64925, -2.02831, 4.58731], [3.43653, -0.09065, -0.78687], [1.76934, 0.21141, -1.74734], [2.09641, -1.02972, -3.22168], [2.28968, 1.92794, -2.56619], [1.37528, 2.66651, -3.56398], [0.84700, 1.70172, -4.62605], [0.22110, 3.36052, -2.83798], [-1.17424, 2.21746, -2.06305], [-2.48931, 2.15886, -3.51037], [-2.03405, 3.58036, -0.96199], [2.27495, 3.73222, -4.22675], [1.68671, 5.21790, -5.42507], [0.04156, 4.57976, -6.29762], [0.83762, 6.41825, -4.11246], [4.26945, -0.06060, -1.48793], [3.40017, -1.06169, -0.29827], [3.57450, 0.67772, -0.02870], [2.92414, -0.65437, -3.82215], [1.21946, -1.15156, -3.85257], [2.37393, -1.99364, -2.80138], [3.23754, 1.69891, -3.06084], [2.52930, 2.59520, -1.73363], [0.22436, 0.92132, -4.17714], [1.66993, 1.21104, -5.14941], [0.24393, 2.22505, -5.36648], [-0.28910, 4.04007, -3.51810], [0.60867, 3.96852, -2.01563], [-2.71525, 3.16722, -3.85570], [-3.40600, 1.70240, -3.13623], [-2.11218, 1.57534, -4.34899], [-2.19843, 4.48078, -1.55291], [-1.39295, 3.82332, -0.11612], [-2.99374, 3.21865, -0.59542], [3.04438, 3.21002, -4.80215], [2.81516, 4.27648, -3.44408], [0.27491, 3.79162, -7.01248], [-0.35099, 5.42882, -6.85767], [-0.73191, 4.23568, -5.61120], [1.45662, 6.47635, -3.21694], [-0.16984, 6.11167, -3.83379], [0.78687, 7.41438, -4.54935], [0.97378, -4.45630, -0.71361], [-0.25550, -5.07541, -1.81638], [-0.89315, -4.02852, -2.30361], [-1.98617, -4.05586, -3.21192], [-2.55013, -2.86516, -3.54883], [-2.07706, -1.65434, -2.96834], [-1.05440, -1.57793, -2.16215], [-0.43255, -2.74991, -1.83881], [0.57856, -2.74963, -1.00387], [-2.34295, -5.00368, -3.59234], [-3.38922, -2.80984, -4.22772], [-2.60276, -0.72815, -3.17011]],
  "atomic_forces_ev_per_a": [[0.14, 0.04, -0.31], [-0.04, 0.16, 0.21], [0.05, 0.02, -0.03], [-0.06, -0.08, -0.14], [-0.02, 0.02, 0.05], [0.10, -0.01, -0.06], [-0.01, 0.00, -0.01], [-0.05, -0.07, 0.00], [-0.06, -0.02, 0.09], [0.23, 0.21, -0.05], [-0.03, -0.06, 0.12], [-0.05, 0.02, -0.04], [0.01, 0.05, 0.00], [0.02, 0.04, 0.01], [-0.01, 0.00, 0.00], [0.01, 0.00, 0.00], [0.00, 0.01, 0.00], [0.05, 0.05, -0.02], [-0.03, -0.02, 0.00], [-0.12, -0.06, -0.42], [0.07, 0.11, -0.01], [-0.04, -0.05, 0.03], [0.03, 0.04, -0.01], [-0.03, -0.04, 0.01], [-0.01, -0.02, -0.01], [0.01, -0.02, 0.03], [-0.06, -0.04, -0.02], [0.03, 0.02, 0.02], [-0.05, 0.02, 0.00], [-0.02, -0.05, 0.07], [0.02, 0.05, 0.01], [-0.01, -0.04, 0.00], [-0.05, 0.01, -0.02], [0.01, 0.02, 0.00], [-0.06, -0.05, 0.05], [0.00, -0.09, 0.04], [0.06, -0.03, 0.03], [0.02, -0.01, -0.04], [0.00, 0.03, -0.03], [-0.03, -0.04, 0.07], [0.02, 0.02, -0.02], [0.00, -0.01, -0.02], [0.00, 0.01, -0.03], [-0.01, -0.01, 0.00], [0.00, 0.00, 0.01], [0.00, 0.01, -0.01], [-0.01, 0.00, 0.00], [0.00, 0.00, 0.02], [0.01, -0.02, 0.00], [0.00, -0.01, 0.03], [0.00, -0.03, -0.01], [0.00, 0.00, 0.00], [0.01, -0.03, 0.03], [-0.03, -0.01, -0.01], [0.00, 0.00, 0.01], [0.02, 0.02, 0.01], [0.00, 0.00, 0.01], [-0.01, -0.01, 0.01], [0.00, 0.00, -0.02], [0.00, 0.00, 0.01], [0.00, -0.02, 0.00], [0.00, 0.01, -0.01], [0.00, 0.00, 0.00], [0.00, 0.01, 0.00], [0.00, 0.00, 0.00], [0.01, 0.01, 0.01], [0.00, 0.00, -0.01], [0.01, 0.01, 0.00], [0.00, 0.00, -0.01], [0.01, 0.09, -0.07], [-0.01, -0.01, 0.00], [0.16, 0.01, 0.04], [-0.13, 0.07, -0.12], [-0.02, -0.15, -0.04], [0.04, 0.05, 0.00], [-0.23, 0.26, 0.43], [-0.02, -0.30, -0.07], [0.16, -0.14, 0.18], [-0.03, 0.02, -0.01], [0.00, -0.04, 0.00], [0.01, 0.03, 0.01]]
}


No. 2
{
  "formula": "C29H34AuGeN2O2S",
  "method": "ωB97M-V with the def2-TZVPD basis set",
  "e_above_lowest_kcal_mol": 23.5,
  "total_charge": 3,
  "fmax_ev_per_a": 1.820,
  "orbital_gap_ev": [4.729, 4.720],
  "e_homo_ev": [-16.6, -16.6],
  "elements": ["Au", "C", "C", "C", "C", "C", "C", "N", "C", "C", "C", "C", "C", "C", "H", "H", "H", "H", "H", "H", "H", "H", "H", "H", "C", "S", "C", "O", "H", "H", "H", "H", "H", "H", "C", "N", "C", "C", "O", "H", "H", "H", "H", "H", "H", "H", "Ge", "C", "C", "C", "C", "C", "C", "C", "C", "C", "C", "C", "C", "H", "H", "H", "H", "H", "H", "H", "H", "H", "H", "H"],
  "coordinates": [[0.33333, -0.30526, 0.10819], [-4.76160, 0.37559, 1.93156], [-4.48903, -0.95424, 2.27308], [-3.34813, -1.56166, 1.82107], [-2.42928, -0.83235, 1.00163], [-2.70700, 0.53218, 0.69655], [-3.86074, 1.11205, 1.14116], [-1.29859, -1.40670, 0.55113], [-1.24852, -2.76532, 0.42082], [-2.40295, -3.48229, 0.00908], [-2.35849, -4.85250, -0.08551], [-1.18879, -5.53683, 0.24318], [-0.03947, -4.83314, 0.63377], [-0.04583, -3.46284, 0.68695], [-5.66900, 0.84568, 2.28985], [-5.17042, -1.50011, 2.91175], [-3.10488, -2.56855, 2.13493], [-2.02521, 1.07971, 0.05569], [-4.08797, 2.13535, 0.87471], [-3.28876, -2.93143, -0.28485], [-3.22997, -5.39969, -0.41944], [-1.15880, -6.61734, 0.18640], [0.85325, -5.37931, 0.90808], [0.82724, -2.90642, 1.01207], [2.03292, 3.31487, 0.21358], [2.84482, 1.71699, 0.09023], [4.05286, 2.13671, -1.16664], [1.81946, 0.86854, -0.74002], [2.72665, 4.02355, 0.66732], [1.16540, 3.20210, 0.86195], [1.73576, 3.65521, -0.77653], [4.76772, 2.81305, -0.69491], [3.57150, 2.61570, -2.01694], [4.56495, 1.22734, -1.47723], [2.95587, -1.42144, 5.28451], [2.97717, -1.49669, 3.82148], [4.00029, -2.31514, 3.17972], [2.12482, -0.79488, 3.09885], [2.10341, -0.76056, 1.84804], [3.66008, -2.14057, 5.68981], [1.96635, -1.65038, 5.67810], [3.24640, -0.43044, 5.63342], [4.94105, -2.21761, 3.71657], [4.13279, -1.98858, 2.15299], [3.70966, -3.36774, 3.19066], [1.41424, -0.20511, 3.69198], [1.44618, -1.46945, -2.03305], [-0.21261, -1.98167, -2.94677], [-0.96257, -1.10727, -3.72425], [-1.98527, -1.61735, -4.51299], [-2.24128, -2.98329, -4.51873], [-1.48856, -3.84876, -3.73880], [-0.47367, -3.34995, -2.92972], [2.87799, -0.66293, -3.05969], [2.68251, 0.29776, -4.04756], [3.77509, 0.75712, -4.76806], [5.04375, 0.25450, -4.50030], [5.23580, -0.69907, -3.50922], [4.15098, -1.16168, -2.77746], [2.03407, -2.59095, -1.16055], [-0.75897, -0.04361, -3.74029], [-2.56779, -0.94729, -5.13080], [-3.03263, -3.37614, -5.14353], [-1.67059, -4.91531, -3.76497], [0.12131, -4.03303, -2.33221], [1.69384, 0.67982, -4.26902], [3.63433, 1.49451, -5.54695], [5.88864, 0.59590, -5.08407], [6.22346, -1.09297, -3.30874], [4.29694, -1.91383, -2.01044]],
  "atomic_forces_ev_per_a": [[0.71, 0.66, 0.04], [0.15, -0.23, -0.04], [-0.23, 0.00, 0.01], [-0.12, -0.09, 0.05], [-0.09, -0.02, -0.10], [0.04, 0.23, 0.05], [0.06, 0.08, -0.12], [-0.32, -0.48, 0.06], [-0.13, 0.02, 0.02], [-0.18, -0.01, 0.06], [-0.07, -0.21, 0.01], [-0.10, 0.22, 0.01], [0.13, 0.03, 0.09], [0.20, 0.01, -0.07], [0.02, 0.02, 0.03], [0.00, 0.04, 0.02], [0.08, 0.12, 0.15], [0.00, -0.03, 0.01], [-0.03, -0.01, 0.02], [0.07, -0.06, -0.16], [0.01, 0.01, -0.02], [-0.02, -0.01, -0.03], [0.01, 0.01, -0.03], [0.00, -0.02, 0.02], [0.00, -0.13, 0.05], [0.15, 0.42, -0.26], [0.03, -0.06, 0.15], [-0.43, -0.05, 0.14], [0.06, -0.06, 0.02], [0.03, -0.02, 0.02], [0.01, -0.06, -0.03], [-0.01, 0.00, 0.02], [-0.10, -0.03, 0.05], [-0.06, -0.03, 0.06], [-0.13, 0.15, 0.25], [0.01, 0.08, -0.18], [0.04, -0.11, -0.04], [0.17, -0.02, -0.04], [-0.19, -0.11, 0.17], [-0.02, -0.06, -0.05], [0.01, -0.05, -0.05], [0.06, -0.02, -0.06], [-0.01, 0.07, 0.01], [0.00, 0.00, 0.00], [0.00, 0.03, 0.02], [0.02, -0.02, 0.03], [0.28, -0.55, -1.71], [0.91, 0.41, 0.88], [-0.25, -0.02, -0.19], [0.10, 0.14, 0.11], [-0.10, -0.06, -0.06], [0.12, -0.07, 0.12], [-0.21, -0.07, -0.16], [-0.65, -0.26, 0.75], [0.07, 0.10, -0.12], [-0.15, -0.03, 0.02], [0.09, 0.00, -0.04], [0.02, -0.12, 0.06], [0.04, 0.12, -0.09], [-0.15, 0.13, 0.19], [0.04, -0.01, 0.02], [-0.02, -0.04, -0.02], [0.02, 0.00, -0.02], [-0.06, 0.01, -0.04], [0.01, 0.03, -0.01], [0.00, 0.00, -0.01], [0.02, -0.01, -0.02], [0.00, 0.03, 0.03], [0.01, 0.02, -0.05], [0.03, 0.01, 0.01]]
}